1.
Molecular formula: C45H65CaGe2INO8PS
Method: DFT, ωB97M-V with the def2-TZVPD basis set

Cartesian coordinates (Å):
Ca 0.3283 -1.1123 1.1937
O -3.7371 -0.2345 1.2205
S -2.4154 0.0343 1.8288
O -2.4288 0.9553 3.0156
O -1.3836 0.5843 0.8368
O -1.7760 -1.3575 2.2185
C -2.7019 -0.5352 -5.6698
C -3.0268 -0.4535 -4.1502
Ge -3.3611 1.3244 -3.3808
C -4.2785 1.4497 -1.6152
C -5.5084 0.5242 -1.6044
C -3.5502 2.8817 -4.6756
C -2.4190 3.6015 -4.5392
Ge -1.3507 2.5954 -3.0809
C -1.2584 3.4083 -1.2805
C -2.4332 4.3729 -0.9608
C 0.3169 1.6691 -3.6303
C 1.1056 2.4685 -4.6999
C -2.0168 4.8190 -5.2387
C -2.6682 5.3666 -6.3483
C -2.2258 6.5072 -7.0011
C -1.1038 7.1924 -6.4851
C -0.4265 6.6739 -5.3410
C -0.8745 5.4746 -4.7496
H -2.1386 -1.4566 -5.9274
H -2.2116 0.3634 -5.9861
H -3.6246 -0.5921 -6.2913
H -2.2707 -0.9344 -3.5141
H -3.9838 -1.0186 -3.9232
H -4.6323 2.5159 -1.5186
H -3.6099 1.3417 -0.7858
H -6.4031 0.8718 -2.1514
H -5.8168 0.2176 -0.6190
H -5.3140 -0.3835 -2.1464
H -4.4778 3.1875 -5.1437
H -0.3118 3.9011 -1.1763
H -1.2971 2.6023 -0.5340
H -2.1687 5.4513 -0.9079
H -2.8347 4.1658 0.0584
H -3.3282 4.2293 -1.5815
H 0.0062 0.6391 -4.0048
H 1.0254 1.4909 -2.7727
H 0.4600 2.8173 -5.5167
H 1.9067 1.8628 -5.1417
H 1.5648 3.3237 -4.1715
H -3.5133 4.8284 -6.7524
H -2.7637 6.9130 -7.8401
H -0.7918 8.0836 -6.9968
H 0.3817 7.2487 -4.9073
H -0.3958 5.0730 -3.8645
C 4.8290 2.0724 1.8282
C 3.7596 1.1334 1.2354
C 3.3333 1.5462 -0.1827
P 2.4302 0.9698 2.4629
C 2.0101 2.6173 3.1828
C 1.5023 2.5684 4.6046
C 1.0068 3.3147 2.2251
C 3.1606 -0.1536 3.7098
C 4.0028 0.4083 4.6441
C 4.6536 -0.3259 5.6203
C 5.4801 0.3841 6.6465
C 4.2802 -1.6953 5.6931
C 3.4249 -2.3123 4.7801
C 2.8376 -1.5738 3.7326
N 1.9359 -2.0656 2.8442
C 1.9104 -3.3940 2.5477
C 2.9479 -4.0347 1.8122
C 4.3082 -3.4269 1.7536
C 2.6200 -5.1456 0.9918
C 1.3768 -5.7071 1.0238
C 0.9795 -6.7726 0.0915
C 0.4667 -5.2171 1.9515
C 0.7255 -4.2243 2.8678
C -0.1602 -3.9061 4.0464
H 5.7951 1.8731 1.3111
H 4.9866 1.9792 2.9035
H 4.4801 3.0941 1.5930
H 4.1493 0.1243 1.2149
H 4.0494 2.2904 -0.5773
H 2.3263 2.0405 -0.1590
H 3.2709 0.7282 -0.9360
H 2.9029 3.2798 3.0968
H 0.7739 1.7619 4.6396
H 1.0656 3.5336 4.8969
H 2.2569 2.3485 5.3411
H 0.4009 2.6222 1.6415
H 1.4930 4.0546 1.5780
H 0.2925 3.8350 2.8689
H 4.1541 1.4887 4.5619
H 6.3334 -0.1615 7.0315
H 4.8896 0.7077 7.5484
H 5.8704 1.3416 6.2064
H 4.8152 -2.3280 6.3660
H 3.1875 -3.3881 4.8539
H 4.2226 -2.3429 1.4637
H 4.8841 -3.9829 0.9729
H 4.8491 -3.4861 2.7114
H 3.3178 -5.4214 0.1903
H 0.1095 -6.3646 -0.4475
H 0.7971 -7.7836 0.6011
H 1.8169 -6.9076 -0.5981
H -0.5416 -5.5770 1.9749
H -0.8612 -4.7351 4.1600
H -0.7450 -2.9820 3.9192
H 0.4639 -3.8979 4.9449
O 1.1929 -1.3228 -1.2110
H 0.6298 -2.1478 -1.3807
H 2.0688 -1.6362 -1.5349
O 0.0610 0.2269 4.1060
H -0.0549 -0.6097 4.6330
H -0.8643 0.4977 3.7754
I -6.1734 -6.6074 1.1294
C -4.7826 -5.3974 0.1811
C -4.5376 -4.1289 0.6827
C -3.4968 -3.3591 0.1032
C -2.6304 -3.9597 -0.8485
C -3.0423 -5.1858 -1.4404
C -4.0882 -5.9243 -0.9189
C -1.2631 -3.4386 -1.0371
O -0.5699 -3.9100 -1.9562
O -0.8574 -2.5333 -0.2166
H -5.1905 -3.6271 1.3658
H -3.3081 -2.3683 0.5379
H -2.5701 -5.4684 -2.3609
H -4.4141 -6.8579 -1.3421

The calculation puts the orbital gap at 5.5 eV. The molecular weight comes out at 1123.26 g/mol. As for the total charge: -2. The largest force on an atom is 3.27 eV/A. Its highest occupied orbital energy is -2.1 eV.

2.
Molecular formula: C45H65FP3PtSiTe
Method: DFT, ωB97M-V with the def2-TZVPD basis set

Cartesian coordinates (Å):
Pt 0.0019 0.4372 -0.1653
C 1.2149 0.0640 -4.3205
C -0.2380 -0.1370 -3.9108
C -0.5506 -1.6229 -3.7599
P -0.7569 0.7801 -2.3886
C -2.6131 0.6106 -2.4506
C -3.2325 0.8587 -3.8244
C -3.2603 1.5222 -1.4098
C -0.5434 2.5605 -2.7943
C -0.5830 3.0357 -4.1050
C -0.5031 4.3959 -4.3638
C -0.3892 5.2974 -3.3165
C -0.3466 4.8323 -2.0108
C -0.4223 3.4681 -1.7272
Si -0.2123 2.7597 0.0054
C -1.6222 3.1218 1.1873
C -2.3496 4.3126 1.1658
C -3.4024 4.5238 2.0426
C -3.7383 3.5407 2.9627
C -3.0281 2.3513 2.9981
C -1.9763 2.1218 2.1105
P -1.0266 0.5455 2.1465
C -0.0697 0.6683 3.7447
C 1.1203 1.6131 3.6677
C -0.9060 1.0825 4.9576
C -2.2338 -0.8639 2.4270
C -3.5932 -0.6496 1.7524
C -2.4174 -1.4105 3.8440
C 1.3991 3.4206 0.7268
C 1.5337 4.7283 1.1959
C 2.7295 5.1772 1.7335
C 3.8170 4.3175 1.8044
C 3.7051 3.0147 1.3439
C 2.4986 2.5570 0.8108
P 2.2665 0.8663 0.1385
C 3.3361 0.8917 -1.3768
C 2.9928 2.1209 -2.2146
C 4.8488 0.8582 -1.1551
C 2.9624 -0.4367 1.2755
C 3.2586 -1.6947 0.4518
C 4.1311 -0.0906 2.1994
H 1.4027 -0.4714 -5.2538
H 1.8913 -0.3424 -3.5676
H 1.4609 1.1111 -4.4790
H -0.8738 0.2652 -4.7025
H 0.1450 -2.0803 -3.0503
H -0.4188 -2.1282 -4.7189
H -1.5716 -1.8091 -3.4168
H -2.7990 -0.4200 -2.1463
H -3.0065 1.8573 -4.2023
H -4.3179 0.7904 -3.7259
H -2.9334 0.1207 -4.5700
H -3.1426 2.5761 -1.6712
H -2.8400 1.3648 -0.4158
H -4.3296 1.3083 -1.3558
H -0.6699 2.3538 -4.9415
H -0.5278 4.7504 -5.3866
H -0.3220 6.3592 -3.5184
H -0.2272 5.5481 -1.2037
H -2.1040 5.0804 0.4391
H -3.9628 5.4500 2.0071
H -4.5590 3.6964 3.6517
H -3.3063 1.5999 3.7240
H 0.2994 -0.3512 3.9049
H 0.7956 2.6387 3.4835
H 1.8232 1.3412 2.8905
H 1.6525 1.5990 4.6218
H -1.1936 2.1310 4.8800
H -0.2887 0.9748 5.8524
H -1.8043 0.4901 5.1052
H -1.7410 -1.6488 1.8507
H -4.2686 -0.0771 2.3867
H -4.0528 -1.6230 1.5727
H -3.5063 -0.1549 0.7865
H -3.0627 -0.7797 4.4561
H -1.4785 -1.5683 4.3773
H -2.9136 -2.3801 3.7623
H 0.6838 5.4032 1.1637
H 2.8139 6.1913 2.1038
H 4.7536 4.6592 2.2261
H 4.5605 2.3613 1.4230
H 3.0460 -0.0151 -1.9144
H 3.3678 3.0252 -1.7310
H 1.9241 2.2445 -2.3639
H 3.4680 2.0419 -3.1939
H 5.1950 1.7522 -0.6408
H 5.3380 0.8462 -2.1320
H 5.1915 -0.0166 -0.6091
H 2.0980 -0.6638 1.9063
H 4.1563 -1.5840 -0.1577
H 2.4299 -1.9449 -0.2130
H 3.4208 -2.5399 1.1244
H 5.0344 0.1698 1.6524
H 4.3619 -0.9694 2.8058
H 3.8938 0.7259 2.8811
F -2.1194 -1.4963 -0.4525
C -0.3778 -9.2826 -0.0456
C -0.3950 -7.7806 -0.0986
C -0.7462 -7.1081 -1.2656
C -0.7702 -5.7231 -1.3272
C -1.1665 -5.0226 -2.5998
C -0.4128 -4.9976 -0.1842
Te -0.3948 -2.8547 -0.2728
C -0.0669 -5.6423 1.0083
C 0.2917 -4.9152 2.2797
C -0.0621 -7.0325 1.0233
H -0.6931 -9.7166 -0.9930
H -1.0435 -9.6510 0.7364
H 0.6247 -9.6507 0.1793
H -1.0139 -7.6795 -2.1484
H -1.4775 -5.7361 -3.3616
H -0.3326 -4.4451 -3.0104
H -1.9994 -4.3344 -2.4265
H 0.4080 -3.8374 2.1387
H 1.2309 -5.2943 2.6854
H -0.4795 -5.0633 3.0379
H 0.2088 -7.5455 1.9414

As for the energy above the lowest of the compared OMol25 structures with the same formula, charge and spin: 0.0 kcal/mol. The multiplicity is 5. The calculation puts the orbital gap (alpha / beta) at 6.3 / 6.6 eV. The molecular weight comes out at 1068.70 g/mol. As for the total charge: +1. The largest force on an atom is 0.66 eV/A. Its highest occupied orbital energy (alpha / beta) is -7.9 / -11.0 eV.

3.
Molecular formula: C45H71BIN14O5P
Method: DFT, ωB97M-V with the def2-TZVPD basis set

Cartesian coordinates (Å):
C -0.0135 0.5015 5.2117
C 0.9096 0.8532 3.9681
C 0.6404 -0.1766 2.8032
C 0.8498 2.3722 3.5444
C -0.6015 2.9561 3.3049
C -1.3994 2.3075 2.1339
C -2.8677 1.9655 2.2984
P -3.8477 2.3035 3.8597
N -4.1825 3.8470 3.9715
O -3.0460 1.7265 5.2073
O -5.2766 1.4291 3.8053
C -3.6493 1.3524 1.2089
C -3.0418 1.0465 -0.1373
N -3.8911 0.4812 -1.0909
C -3.1644 0.2376 -2.2159
C -3.9447 -0.4573 -3.4057
C -4.1811 0.4964 -4.6487
C -4.2997 2.0271 -4.3002
I -4.6468 3.0594 -6.2182
C -1.7054 0.5152 -2.4329
C -0.9569 0.1496 -3.7648
B 0.0850 1.2852 -4.2355
O -0.4038 2.4148 -4.9378
O 1.4639 1.0999 -3.9720
N -0.9353 1.1023 -1.4806
C -1.6171 1.3700 -0.2971
C -0.8271 2.0065 0.8163
O 0.5219 2.3159 0.5491
C 0.4560 3.6395 -0.1008
C 1.8387 4.3555 -0.0953
C 1.7226 5.6109 0.8929
C 2.4488 4.8660 -1.4504
C 1.6294 4.6340 -2.7639
C 3.9082 4.2144 -1.6016
H -0.1278 1.3722 5.9106
H 0.5266 -0.3115 5.7804
H -0.9787 0.0502 4.8672
H 1.9830 0.6631 4.3191
H -0.4864 -0.2218 2.6659
H 1.0571 0.1258 1.8058
H 0.9454 -1.2346 3.0480
H 1.5643 2.5606 2.6921
H 1.2817 2.9560 4.4173
H -0.4618 4.0484 3.0246
H -1.1315 2.9577 4.2882
H -3.7457 4.3072 3.1656
H -2.8028 2.5241 5.7216
H -5.9397 1.9198 3.2896
H -4.7294 1.0985 1.3768
H -3.2485 -1.2779 -3.7573
H -4.9125 -0.8473 -3.0035
H -3.4284 0.3834 -5.4724
H -5.1698 0.1940 -5.1091
H -5.2102 2.2544 -3.6922
H -3.3493 2.4528 -3.8944
H -1.6452 -0.1658 -4.5882
H -0.3437 -0.7686 -3.5041
H 0.0203 3.1962 -4.5362
H 1.6334 1.0201 -3.0154
H -0.2575 4.2425 0.5441
H -0.0567 3.4849 -1.0824
H 2.5907 3.6672 0.3957
H 1.3354 5.2021 1.8704
H 0.9818 6.3560 0.5006
H 2.7085 6.1268 1.0346
H 2.6399 5.9797 -1.3660
H 2.1192 5.0936 -3.6711
H 0.6382 5.1772 -2.6567
H 1.4042 3.5413 -2.9451
H 4.3028 4.5709 -2.5900
H 4.5630 4.6417 -0.7945
H 3.8672 3.0950 -1.5652
C 0.4381 -3.8938 -1.3540
C -0.3743 -3.8675 -2.5947
N -1.0095 -3.8616 -3.5635
H 0.4751 -2.8975 -0.9124
H -0.0049 -4.5842 -0.6360
H 1.4524 -4.2218 -1.5860
C 4.3341 -1.3112 6.5509
C 4.1863 -0.0152 5.8391
N 4.0719 0.9887 5.2880
H 3.3632 -1.7973 6.6395
H 5.0093 -1.9628 5.9970
H 4.7386 -1.1436 7.5447
C 2.7825 -5.6225 -4.3734
C 3.1043 -5.4976 -2.9306
N 3.3531 -5.4007 -1.8100
H 1.7881 -5.2198 -4.5675
H 3.5129 -5.0701 -4.9649
H 2.8042 -6.6709 -4.6679
C 0.0825 -7.7397 -1.6695
C 0.3121 -7.8581 -3.1306
N 0.4901 -7.9498 -4.2635
H 0.4481 -8.6332 -1.1641
H 0.6119 -6.8696 -1.2817
H -0.9836 -7.6277 -1.4701
C 4.2178 -5.4537 7.7070
C 4.5630 -4.1067 8.2209
N 4.8308 -3.0600 8.6167
H 5.1185 -6.0605 7.6283
H 3.5166 -5.9414 8.3846
H 3.7609 -5.3681 6.7220
C -0.6846 0.0773 9.3277
C -0.9526 -0.7625 8.1343
N -1.1603 -1.4111 7.2082
H -0.9791 -0.4576 10.2303
H 0.3782 0.3128 9.3835
H -1.2522 1.0053 9.2623
C -1.5955 -0.1252 -8.5260
C -2.9955 -0.3654 -8.0986
N -4.0815 -0.5518 -7.7671
H -0.9080 -0.4795 -7.7579
H -1.3965 -0.6578 -9.4561
H -1.4351 0.9413 -8.6836
C -4.2966 -3.9814 -8.7761
C -3.5122 -3.9767 -10.0354
N -2.9028 -3.9731 -11.0109
H -4.0660 -3.0893 -8.1942
H -5.3624 -3.9922 -9.0030
H -4.0487 -4.8650 -8.1879
C 1.8672 9.1173 -1.2614
C 0.6927 8.2143 -1.3372
N -0.2178 7.5143 -1.3962
H 1.6772 10.0207 -1.8405
H 2.0563 9.3919 -0.2238
H 2.7470 8.6145 -1.6632
C -5.5379 -3.5790 -1.6214
C -4.7556 -4.6618 -0.9741
N -4.1484 -5.4999 -0.4727
H -5.5071 -2.6801 -1.0050
H -5.1165 -3.3537 -2.6010
H -6.5749 -3.8916 -1.7431
C 8.1972 -3.5700 5.3700
C 7.0689 -4.5313 5.3057
N 6.1936 -5.2759 5.2559
H 7.9487 -2.6697 4.8083
H 8.3943 -3.3001 6.4074
H 9.0923 -4.0211 4.9426

The calculation puts the orbital gap at 7.9 eV. The molecular weight comes out at 1056.85 g/mol. As for the total charge: 0. The largest force on an atom is 4.53 eV/A. As for the structure (SMILES): CC(C)CCc1c(P(=N)(O)O)cc2nc(CCCI)c(CB(O)O)nc2c1OC[C@H](C)C(C)C.CC#N.CC#N.CC#N.CC#N.CC#N.CC#N.CC#N.CC#N.CC#N.CC#N.CC#N. Its highest occupied orbital energy is -8.6 eV.